Record 1
# C23H22ClNO3

C23H22ClNO3 in the gas phase (wB97M-V/def2-TZVPD, OMol25).

Computed properties:
- Structure (SMILES): COC(=O)c1ccc(COc2ccc(CNCc3ccc(Cl)cc3)cc2)cc1
- Total charge: 0
- Kohn-Sham gap: 8.98 eV

XYZ file:
```
50
C23H22ClNO3 (wB97M-V/def2-TZVPD)
C 3.910 1.106 -1.160
O 2.856 1.317 -0.234
C 2.778 0.429 0.769
O 3.562 -0.477 0.911
C 1.613 0.672 1.653
C 0.842 1.827 1.565
C -0.291 1.962 2.345
C -0.673 0.951 3.219
C -2.012 0.979 3.913
O -2.842 -0.050 3.383
C -2.855 -0.111 2.005
C -2.551 -1.325 1.399
C -2.434 -1.403 0.025
C -2.628 -0.284 -0.774
C -2.325 -0.322 -2.254
N -1.427 0.733 -2.707
C -0.194 0.844 -1.934
C 0.647 -0.395 -2.078
C 1.268 -0.678 -3.289
C 2.055 -1.805 -3.435
C 2.226 -2.658 -2.355
Cl 3.222 -4.060 -2.526
C 1.607 -2.400 -1.144
C 0.816 -1.271 -1.015
C -3.019 0.902 -0.164
C -3.127 0.996 1.210
C 0.125 -0.183 3.336
C 1.261 -0.321 2.565
H 3.757 0.165 -1.693
H 3.882 1.944 -1.851
H 4.870 1.066 -0.641
H 1.127 2.604 0.873
H -0.894 2.854 2.261
H -2.485 1.963 3.810
H -1.919 0.742 4.976
H -2.375 -2.188 2.021
H -2.155 -2.341 -0.434
H -3.247 -0.232 -2.836
H -1.859 -1.280 -2.502
H -1.909 1.626 -2.678
H -0.378 1.030 -0.863
H 0.357 1.699 -2.339
H 1.128 -0.007 -4.123
H 2.539 -2.022 -4.375
H 1.748 -3.068 -0.310
H 0.325 -1.071 -0.074
H -3.221 1.777 -0.767
H -3.411 1.933 1.664
H -0.169 -0.967 4.018
H 1.880 -1.202 2.633
```

Record 2
# C7H7NO3

C7H7NO3 in the gas phase at a distorted geometry (wB97M-V/def2-TZVPD, OMol25).

Computed properties:
- Structure (SMILES): O=C=C1C[C@@]12CC=[N+]([O-])OC2
- Total charge: 0
- Kohn-Sham gap: 9.50 eV
- ΔE to the lowest compared entry with this formula, charge and spin: 7.481 eV

XYZ file:
```
18
C7H7NO3 (wB97M-V/def2-TZVPD)
O 1.324 -1.186 -3.718
C 1.136 -1.349 -2.568
C 0.460 -1.592 -1.446
C 0.594 -1.726 0.038
C 0.004 -0.493 -0.472
C 0.707 0.884 -0.217
C -0.101 2.007 0.511
N -1.328 2.169 0.305
O -2.094 2.932 0.859
O -1.934 1.176 -0.589
C -1.474 -0.159 -0.283
H -0.103 -2.441 0.389
H 1.548 -1.664 0.567
H 1.186 1.155 -1.254
H 1.606 0.810 0.341
H 0.395 2.744 1.040
H -2.070 -0.735 -1.040
H -1.773 -0.302 0.738
```

Record 3
# C19H23FN4O2

C19H23FN4O2 in the gas phase (wB97M-V/def2-TZVPD, OMol25).

Computed properties:
- Structure (SMILES): CN(Cc1cnn(C)c1)C(=O)[C@H]1CCC(=O)N(Cc2cccc(F)c2)C1
- Total charge: 0
- Kohn-Sham gap: 9.19 eV
- ΔE to the lowest compared entry with this formula, charge and spin: 1.599 eV

XYZ file:
```
49
C19H23FN4O2 (wB97M-V/def2-TZVPD)
C -1.395 -1.512 1.761
N -1.184 -0.230 1.120
C -2.333 0.657 1.177
C -3.410 0.219 0.233
C -3.471 0.396 -1.160
N -4.557 -0.161 -1.660
N -5.203 -0.701 -0.636
C -6.442 -1.394 -0.840
C -4.551 -0.503 0.525
C -0.056 -0.058 0.392
O 0.782 -0.936 0.305
C 0.162 1.306 -0.270
C 0.639 2.314 0.787
C 1.538 3.364 0.139
C 2.800 2.664 -0.326
O 3.922 3.049 -0.057
N 2.544 1.538 -1.024
C 3.637 0.682 -1.451
C 3.632 -0.608 -0.676
C 3.864 -0.582 0.694
C 3.804 -1.742 1.440
C 3.516 -2.952 0.832
C 3.294 -2.964 -0.531
F 3.018 -4.139 -1.141
C 3.347 -1.814 -1.296
C 1.201 1.178 -1.405
H -2.253 -2.024 1.321
H -1.572 -1.368 2.829
H -0.502 -2.115 1.616
H -2.036 1.680 0.955
H -2.720 0.631 2.201
H -2.781 0.900 -1.806
H -6.670 -1.355 -1.903
H -6.357 -2.436 -0.526
H -7.248 -0.918 -0.277
H -4.932 -0.866 1.458
H -0.771 1.648 -0.723
H -0.209 2.795 1.277
H 1.213 1.790 1.555
H 1.032 3.832 -0.709
H 1.816 4.141 0.851
H 4.555 1.243 -1.252
H 3.554 0.494 -2.526
H 4.084 0.362 1.170
H 3.978 -1.710 2.506
H 3.457 -3.870 1.394
H 3.159 -1.872 -2.357
H 0.884 1.809 -2.247
H 1.222 0.138 -1.739
```

Record 4
# C14H48N8O10

10 unconnected molecules or ions with the total composition C14H48N8O10 at a distorted geometry (wB97M-V/def2-TZVPD, OMol25).

Computed properties:
- Structure (SMILES): NC(N)=O.NC(N)=O.NC(N)=O.NC(N)=O.CCO.CCO.CCO.CCO.CO.CO
- Total charge: 0
- Kohn-Sham gap: 8.37 eV
- ΔE to the lowest compared entry with this formula, charge and spin: 5.606 eV

XYZ file:
```
80
C14H48N8O10 (wB97M-V/def2-TZVPD)
N 3.193 20.504 12.563
C 4.457 20.717 12.696
N 5.204 19.950 11.909
O 4.911 21.665 13.503
H 2.674 21.368 12.860
H 2.860 20.067 11.761
H 6.200 19.969 12.102
H 4.833 19.760 10.921
N 0.562 20.596 10.951
C 1.408 20.274 9.967
N 2.223 19.266 10.348
O 1.515 20.885 8.731
H -0.345 21.101 10.706
H 0.479 20.063 11.787
H 3.047 18.896 9.787
H 1.953 18.604 11.035
N 4.666 17.297 12.467
C 3.591 16.570 12.365
N 3.898 15.331 12.323
O 2.430 17.132 11.984
H 4.631 18.317 12.250
H 5.544 16.992 12.040
H 3.089 14.715 12.212
H 4.760 14.999 12.754
N 7.272 17.066 11.267
C 7.732 18.228 10.934
N 7.457 18.598 9.705
O 8.247 19.066 11.908
H 7.560 16.717 12.237
H 6.921 16.446 10.564
H 7.913 19.445 9.365
H 7.477 17.870 8.904
C 3.930 18.102 7.465
C 4.454 17.733 8.773
O 4.920 18.877 9.482
H 3.036 18.816 7.430
H 3.623 17.282 6.860
H 4.747 18.511 6.937
H 5.226 16.976 8.716
H 3.684 17.193 9.399
H 5.803 18.565 9.800
C 7.244 18.750 16.271
C 6.479 18.727 14.897
O 5.751 17.476 14.879
H 7.991 17.976 16.267
H 6.536 18.575 17.004
H 7.627 19.747 16.461
H 7.251 18.704 14.063
H 5.840 19.600 14.789
H 5.376 17.311 14.019
C 4.342 23.021 9.957
C 2.982 23.735 9.654
O 2.368 23.293 8.415
H 4.146 21.927 10.054
H 4.807 23.384 10.904
H 5.243 23.233 9.313
H 3.024 24.804 9.543
H 2.272 23.612 10.444
H 2.049 22.379 8.501
C 7.626 21.886 10.083
C 8.958 21.804 9.377
O 8.978 20.646 8.653
H 7.517 22.807 10.546
H 7.775 21.282 11.004
H 6.760 21.456 9.533
H 9.858 21.899 10.016
H 9.013 22.754 8.832
H 9.848 20.644 8.274
C 0.549 22.044 13.717
O 0.991 22.770 12.578
H 1.148 21.174 13.607
H -0.442 21.873 13.755
H 0.895 22.420 14.668
H 0.857 22.233 11.820
C 3.169 19.190 15.958
O 2.947 18.600 14.719
H 2.521 20.016 16.167
H 4.236 19.506 15.988
H 3.042 18.486 16.759
H 2.849 19.210 13.990
```

Record 5
# C46H54As2N7O4SSi2TeTi

A molecular structure, C46H54As2N7O4SSi2TeTi at a distorted geometry (wB97M-V/def2-TZVPD, OMol25).

Computed properties:
- Total charge: 0
- Kohn-Sham gap (spin up / spin down): 6.35 / 6.60 eV
- ΔE to the lowest compared entry with this formula, charge and spin: 3.250 eV
- 2S+1: 2
- Expectation value of S²: 0.755

XYZ file:
```
118
C46H54As2N7O4SSi2TeTi (wB97M-V/def2-TZVPD)
Ti 0.563 -0.197 0.303
N -2.405 1.814 -0.834
N -3.190 1.047 -1.725
C -2.763 -0.133 -2.190
N -3.436 -0.694 -3.217
S -1.440 -0.951 -1.549
H -2.009 1.155 -0.142
H -3.017 2.425 -0.293
H -3.828 1.588 -2.295
H -4.311 -0.320 -3.545
H -3.193 -1.636 -3.473
O 3.274 1.863 6.326
C 2.118 1.482 6.182
O 1.145 1.403 6.922
C 1.817 1.013 4.692
C 2.802 0.387 3.926
C 2.537 0.004 2.628
N 1.356 0.260 2.040
C 0.418 0.922 2.769
C 0.593 1.278 4.094
C -0.786 1.199 1.956
O -1.436 2.233 1.997
O -1.032 0.246 1.090
H 3.772 0.225 4.367
H 3.292 -0.468 2.004
H -0.204 1.750 4.649
C 1.193 2.306 -2.261
C 1.328 0.844 -2.671
As 2.695 -0.078 -1.548
C 4.268 0.523 -2.631
C 4.172 0.538 -4.020
C 5.228 0.964 -4.806
C 6.422 1.346 -4.219
C 6.550 1.279 -2.842
C 5.482 0.878 -2.052
C 2.662 -1.874 -2.352
C 3.852 -2.510 -2.707
C 3.872 -3.856 -3.024
C 2.698 -4.593 -3.001
C 1.503 -3.970 -2.683
C 1.489 -2.621 -2.366
As 0.676 2.434 -0.333
C 2.352 2.826 0.608
C 2.249 3.170 1.959
C 3.379 3.328 2.742
C 4.636 3.164 2.177
C 4.752 2.878 0.827
C 3.616 2.707 0.046
C 0.037 4.318 -0.440
C -1.050 4.612 -1.260
C -1.515 5.910 -1.382
C -0.909 6.940 -0.682
C 0.176 6.660 0.130
C 0.646 5.362 0.248
H 0.376 2.783 -2.825
H 2.111 2.868 -2.475
H 1.530 0.762 -3.744
H 0.364 0.348 -2.490
H 3.279 0.174 -4.516
H 5.113 0.985 -5.880
H 7.250 1.669 -4.835
H 7.492 1.532 -2.379
H 5.591 0.804 -0.977
H 4.773 -1.939 -2.703
H 4.811 -4.334 -3.258
H 2.717 -5.650 -3.217
H 0.581 -4.532 -2.648
H 0.544 -2.154 -2.100
H 1.262 3.307 2.397
H 3.283 3.567 3.790
H 5.519 3.274 2.790
H 5.728 2.790 0.370
H 3.723 2.502 -1.020
H -1.540 3.803 -1.791
H -2.360 6.127 -2.021
H -1.284 7.950 -0.763
H 0.658 7.455 0.679
H 1.496 5.168 0.888
C -3.902 -3.098 4.062
Si -2.024 -3.359 4.302
C -1.160 -1.677 4.535
C -1.700 -4.530 5.766
C -1.345 -4.118 2.694
Te -1.644 -2.689 1.087
C -3.329 -3.780 0.215
Si -2.834 -5.187 -0.968
C -2.368 -4.411 -2.663
C -4.357 -6.315 -1.194
C -1.353 -6.170 -0.283
H -4.353 -2.616 4.924
H -4.423 -4.039 3.907
H -4.092 -2.469 3.195
H -1.293 -1.264 5.529
H -1.549 -0.948 3.826
H -0.089 -1.762 4.365
H -2.145 -4.131 6.671
H -0.640 -4.662 5.953
H -2.126 -5.514 5.597
H -1.832 -5.048 2.425
H -0.277 -4.314 2.764
H -3.940 -3.045 -0.306
H -3.911 -4.155 1.049
H -3.251 -4.089 -3.214
H -1.840 -5.125 -3.291
H -1.723 -3.546 -2.525
H -5.210 -5.768 -1.584
H -4.666 -6.765 -0.257
H -4.140 -7.119 -1.888
H -0.536 -5.499 -0.025
H -0.979 -6.887 -1.007
H -1.612 -6.724 0.615
N 1.158 -2.040 0.509
C 2.087 -2.765 0.584
C 3.313 -3.354 0.584
C 3.621 -4.711 0.670
N 3.881 -5.828 0.727
C 4.186 -2.310 0.281
N 4.667 -1.296 -0.009
```

Record 6
# C4H6N2O

2 unconnected molecules or ions with the total composition C4H6N2O at a distorted geometry (wB97M-V/def2-TZVPD, OMol25).

Computed properties:
- Structure (SMILES): [H]/N=N/[H].C=CC=C=O
- Total charge: 0
- Kohn-Sham gap: 9.48 eV
- ΔE to the lowest compared entry with this formula, charge and spin: 4.749 eV

XYZ file:
```
13
C4H6N2O (wB97M-V/def2-TZVPD)
H 4.169 0.095 0.210
N 3.148 0.131 0.036
N 2.767 -0.962 -0.387
H 1.705 -0.942 -0.488
C -2.623 0.181 -0.590
C -1.642 -0.314 0.154
C -0.133 0.086 -0.115
C 0.033 0.628 1.070
O 0.358 0.876 2.170
H -2.466 1.021 -1.249
H -3.598 -0.272 -0.612
H -1.808 -1.147 0.825
H 0.093 0.620 -1.024
```